Computed, not measured: C17H26N7OTc as an isolated structure at a distorted geometry, with wB97M-V/def2-TZVPD.

Calculated values
Gap between HOMO and LUMO (spin up / spin down) (Eh): 0.2807 / 0.2804
Max |F| (Eh/bohr): 0.0666
Charge: +1
Spin multiplicity: 2

CARTESIAN COORDINATES (ANGSTROEM)
Tc (0.70, 0.00, 0.23)
C (1.14, -1.36, -2.58)
C (1.02, -2.75, -1.93)
N (1.04, -2.66, -0.48)
C (0.08, -3.48, 0.23)
C (-1.26, -2.80, 0.50)
C (-2.31, -3.55, 1.01)
C (-3.50, -2.92, 1.30)
C (-3.62, -1.56, 1.06)
C (-2.53, -0.88, 0.53)
C (-2.60, 0.61, 0.30)
N (-1.49, 1.12, -0.50)
C (-1.67, 0.99, -1.95)
C (-0.33, 0.66, -2.61)
N (0.24, -0.46, -1.86)
N (-1.38, -1.50, 0.27)
H (0.88, -1.44, -3.64)
H (2.16, -0.98, -2.50)
H (1.83, -3.39, -2.31)
H (0.07, -3.18, -2.23)
H (1.97, -2.80, -0.11)
H (0.48, -3.73, 1.22)
H (-0.12, -4.42, -0.29)
H (-2.18, -4.61, 1.21)
H (-4.33, -3.48, 1.72)
H (-4.54, -1.04, 1.28)
H (-2.56, 1.09, 1.28)
H (-3.58, 0.86, -0.15)
H (-1.29, 2.08, -0.25)
H (-2.10, 1.90, -2.39)
H (-2.36, 0.17, -2.14)
H (0.36, 1.51, -2.56)
H (-0.50, 0.40, -3.66)
H (-0.57, -1.05, -1.62)
C (2.60, 2.44, 2.58)
C (2.01, 3.18, 1.44)
N (1.09, 2.75, 0.59)
C (0.85, 3.79, -0.27)
C (1.64, 4.85, 0.06)
N (2.36, 4.45, 1.14)
H (2.22, 1.43, 2.59)
H (2.35, 2.93, 3.52)
H (3.69, 2.41, 2.48)
H (0.14, 3.71, -1.06)
H (1.73, 5.82, -0.38)
H (3.05, 5.00, 1.64)
O (-0.50, -0.43, 4.25)
C (-0.01, -0.24, 3.21)
N (0.49, -0.02, 2.16)
C (2.62, 0.15, -0.05)
H (3.33, -0.67, -0.15)
H (3.16, 1.09, -0.14)

=====

Computed, not measured: an isolated ion of composition C4H5O2 and charge +1 at a distorted geometry, with wB97M-V/def2-TZVPD.

Calculated values
Gap between HOMO and LUMO (Eh): 0.3884
Max |F| (Eh/bohr): 0.0903
Charge: +1

CARTESIAN COORDINATES (ANGSTROEM)
C (-0.53, 1.17, 0.10)
C (-1.80, -0.54, -0.07)
C (0.34, 0.19, 0.02)
C (1.71, -0.26, 0.02)
O (-1.78, 0.77, 0.07)
O (-0.65, -1.05, -0.12)
H (-0.45, 2.18, 0.31)
H (-2.65, -1.15, -0.22)
H (2.38, 0.48, 0.45)
H (1.74, -0.57, -1.05)
H (1.70, -1.22, 0.50)

=====

Computed, not measured: a 2-piece molecular cluster, C27H32BF3O4S overall at a distorted geometry, with wB97M-V/def2-TZVPD.

Calculated values
Gap between HOMO and LUMO (Eh): 0.1060
Max |F| (Eh/bohr): 0.0992

CARTESIAN COORDINATES (ANGSTROEM)
C (0.08, 1.35, 2.68)
O (-0.86, 0.61, 1.85)
C (-0.45, -0.60, 1.40)
C (-1.47, -1.45, 0.89)
C (-1.38, -2.79, 1.18)
C (-0.23, -3.30, 1.78)
C (-0.17, -4.71, 2.38)
O (0.27, -5.64, 1.39)
C (-0.45, -5.64, 0.13)
C (0.93, -2.51, 1.87)
C (0.82, -1.14, 1.71)
H (-0.49, 2.21, 3.03)
H (0.42, 0.74, 3.53)
H (0.95, 1.66, 2.08)
H (-2.39, -1.01, 0.48)
H (-2.21, -3.46, 0.94)
H (0.71, -4.67, 3.05)
H (-0.01, -4.85, -0.52)
H (-0.24, -6.62, -0.31)
H (-1.54, -5.54, 0.27)
H (1.89, -2.98, 2.08)
H (1.67, -0.49, 1.95)
C (-2.05, -8.98, 2.32)
C (-1.81, -7.63, 2.85)
C (-1.07, -7.37, 4.02)
C (-0.82, -6.05, 4.24)
C (-1.30, -5.11, 3.19)
B (2.16, -5.00, -0.45)
C (-2.00, -3.89, 3.81)
C (-1.20, -3.08, 4.63)
C (-1.60, -1.76, 4.87)
C (-2.79, -1.31, 4.33)
C (-3.16, 0.13, 4.50)
F (-3.61, 0.67, 3.33)
F (-4.14, 0.30, 5.44)
F (-2.10, 0.89, 4.91)
C (-3.68, -2.18, 3.70)
C (-3.30, -3.50, 3.50)
O (3.22, -4.25, -0.13)
C (4.39, -4.96, -0.69)
C (5.18, -3.98, -1.53)
C (5.25, -5.35, 0.50)
C (3.76, -6.16, -1.50)
C (3.74, -5.99, -3.01)
C (4.26, -7.54, -1.14)
O (2.34, -6.15, -1.10)
S (-2.56, -6.21, 2.29)
H (-1.52, -9.69, 2.97)
H (-3.11, -9.25, 2.32)
H (-1.67, -9.10, 1.29)
H (-0.76, -8.18, 4.68)
H (-0.24, -5.64, 5.06)
H (-0.26, -3.44, 5.06)
H (-0.98, -1.10, 5.47)
H (-4.65, -1.81, 3.37)
H (-4.04, -4.19, 3.08)
H (6.06, -4.49, -1.94)
H (4.60, -3.58, -2.37)
H (5.53, -3.15, -0.92)
H (6.17, -5.85, 0.18)
H (5.54, -4.43, 1.04)
H (4.72, -6.00, 1.21)
H (4.75, -6.14, -3.43)
H (3.08, -6.74, -3.45)
H (3.37, -5.00, -3.32)
H (5.28, -7.68, -1.53)
H (4.27, -7.69, -0.06)
H (3.60, -8.28, -1.60)

=====

E_tot (computed, eV): -32721.2424 -8314.6625 -56367.3445
Energy relative to the best compared isomer or geometry (same formula, charge and spin) (computed, kJ/mol): 147.28 100.00 626.49